14
Properties=species:S:1:pos:R:3:forces:R:3:nbo_charge:R:1 method="wB97M-V/def2-TZVPD" largest_force_ha_per_bohr=0.069 homo_lumo_gap_ev=8.270 total_charge=0
C 0.950529 -1.120058 -0.001326 -1.515 -0.620 0.926 -0.194
C -0.144440 -0.329854 -0.113515 0.002 -1.866 -0.492 -0.206
C 2.258164 -0.558706 -0.029523 -1.672 2.815 -0.806 -0.204
C 1.132808 1.798565 0.063789 1.461 -0.921 0.584 0.502
C 2.428373 0.929363 -0.095097 -0.315 -0.935 0.434 0.446
C -0.066624 1.131978 -0.392890 -2.597 1.173 -1.744 -0.565
N 4.442476 -1.497511 -0.014938 -0.912 0.048 -0.667 0.089
N 3.366575 -1.173267 -0.125225 3.058 -1.417 1.062 0.110
O 1.262286 2.919069 0.415247 -0.061 1.504 0.503 -0.471
O 3.501411 1.446998 -0.174272 0.776 0.499 -0.140 -0.498
H 0.853503 -2.171873 0.343766 -0.065 0.757 -0.584 0.229
H -1.132611 -0.845777 0.023534 1.017 0.952 -0.213 0.230
H 0.087868 1.573492 -1.474694 -0.552 -1.758 0.872 0.272
H -1.060959 1.623376 -0.160648 1.374 -0.230 0.264 0.260